#i
{
  "formula": "C5H13NO",
  "method": "the ωB97M-V functional and the def2-TZVPD basis",
  "elements": ["C", "C", "N", "O", "H", "H", "H", "H", "H", "C", "C", "C", "H", "H", "H", "H", "H", "H", "H", "H"],
  "coordinates": [[-2.24, 1.78, -0.61], [-2.92, 0.56, -0.02], [-2.51, 0.34, 1.31], [-3.81, -0.04, -0.57], [-2.15, 1.91, -1.67], [-1.21, 1.81, -0.24], [-2.81, 2.62, -0.17], [-2.92, -0.15, 2.08], [-1.83, 1.06, 1.43], [1.75, -1.84, -1.05], [1.89, -1.20, 0.35], [2.39, 0.31, 0.30], [2.60, -1.42, -1.57], [0.82, -1.51, -1.52], [1.69, -2.91, -1.01], [1.06, -1.23, 1.05], [2.63, -1.73, 1.00], [2.86, 0.47, 1.26], [3.17, 0.22, -0.44], [1.55, 0.96, 0.07]],
  "nbo_charge": [-0.716, 0.677, -0.852, -0.589, 0.245, 0.204, 0.237, 0.417, 0.378, -0.612, -0.387, -0.609, 0.202, 0.205, 0.214, 0.195, 0.187, 0.209, 0.199, 0.199],
  "e_lumo_ev": 0.75,
  "mol_weight_g_mol": 103.2,
  "smiles": "CC(N)=O.CCC",
  "gap_ev": 10.571,
  "homo_ha": -0.3610
}


#ii
{
  "formula": "C5H13NO",
  "method": "the ωB97M-V functional and the def2-TZVPD basis",
  "elements": ["C", "C", "N", "C", "C", "C", "H", "H", "H", "H", "H", "H", "H", "H", "H", "H", "H", "O", "H", "H"],
  "coordinates": [[0.44, 0.13, 1.59], [-0.63, 0.36, 0.85], [-1.97, 0.28, 1.38], [-0.63, 0.73, -0.62], [-0.39, -0.50, -1.51], [-1.18, -1.76, -1.17], [1.42, 0.35, 1.18], [0.42, -0.34, 2.56], [-2.39, 1.18, 1.31], [-1.90, 0.07, 2.37], [0.26, 1.34, -0.78], [-1.49, 1.36, -0.85], [0.69, -0.66, -1.43], [-0.54, -0.24, -2.56], [-2.23, -1.55, -1.40], [-1.05, -2.04, -0.13], [-0.86, -2.66, -1.69], [3.60, 0.80, -0.22], [3.26, -0.09, -0.42], [3.87, 1.21, -1.06]],
  "nbo_charge": [-0.512, 0.208, -0.829, -0.449, -0.375, -0.614, 0.211, 0.198, 0.362, 0.358, 0.220, 0.205, 0.185, 0.201, 0.207, 0.213, 0.208, -0.946, 0.474, 0.475],
  "e_lumo_ev": 0.78,
  "mol_weight_g_mol": 103.2,
  "smiles": "C=C(N)CCC.O",
  "gap_ev": 9.231,
  "homo_ha": -0.3105
}


#iii
{
  "formula": "C5H13NO",
  "method": "the ωB97M-V functional and the def2-TZVPD basis",
  "elements": ["C", "C", "N", "C", "C", "C", "O", "H", "H", "H", "H", "H", "H", "H", "H", "H", "H", "H", "H", "H"],
  "coordinates": [[2.02, -1.00, -1.84], [0.89, 0.02, -1.62], [-0.29, -0.45, -0.91], [-0.06, -0.79, 0.49], [-0.52, 0.37, 1.42], [-2.02, 0.39, 1.62], [0.05, 1.59, 0.99], [1.64, -1.83, -2.43], [2.47, -1.36, -0.91], [2.83, -0.53, -2.38], [1.30, 0.87, -1.10], [0.64, 0.42, -2.60], [-0.60, -1.26, -1.43], [-0.66, -1.63, 0.80], [0.99, -0.91, 0.65], [-0.04, 0.13, 2.37], [-2.29, -0.24, 2.47], [-2.36, 1.38, 1.92], [-2.64, 0.10, 0.78], [-0.54, 1.99, 0.34]],
  "nbo_charge": [-0.629, -0.224, -0.639, -0.237, 0.096, -0.655, -0.720, 0.195, 0.202, 0.212, 0.201, 0.189, 0.353, 0.195, 0.179, 0.165, 0.216, 0.218, 0.215, 0.469],
  "e_lumo_ev": 1.06,
  "mol_weight_g_mol": 103.2,
  "smiles": "CCNC[C@H](C)O",
  "gap_ev": 9.830,
  "homo_ha": -0.3222
}


#iv
{
  "formula": "C5H13NO",
  "method": "the ωB97M-V functional and the def2-TZVPD basis",
  "elements": ["C", "N", "C", "C", "C", "C", "O", "H", "H", "H", "H", "H", "H", "H", "H", "H", "H", "H", "H", "H"],
  "coordinates": [[-0.56, -0.86, -2.65], [-0.46, -0.87, -1.22], [0.75, -0.31, -0.76], [1.07, -0.26, 0.79], [-0.12, 0.19, 1.58], [-0.45, 1.68, 1.22], [0.04, 0.11, 3.01], [-1.45, -1.41, -2.97], [0.33, -1.16, -3.24], [-0.72, 0.16, -2.97], [-0.78, -1.72, -0.77], [0.72, 0.74, -1.02], [1.68, -0.57, -1.27], [1.52, -1.18, 1.14], [1.83, 0.52, 0.92], [-0.97, -0.52, 1.34], [-0.34, 1.92, 0.16], [-1.54, 1.81, 1.44], [-0.04, 2.36, 1.95], [-0.49, -0.63, 3.32]],
  "nbo_charge": [-0.405, -0.640, -0.207, -0.423, 0.106, -0.649, -0.733, 0.204, 0.166, 0.184, 0.366, 0.171, 0.164, 0.207, 0.210, 0.156, 0.214, 0.211, 0.229, 0.469],
  "e_lumo_ev": 0.95,
  "mol_weight_g_mol": 103.2,
  "smiles": "CNCC[C@H](C)O",
  "gap_ev": 9.624,
  "homo_ha": -0.3186
}


Most stable = #i


#i
{
  "formula": "C4H10N2O",
  "method": "the ωB97M-V functional and the def2-TZVPD basis",
  "elements": ["C", "C", "C", "C", "N", "N", "O", "H", "H", "H", "H", "H", "H", "H", "H", "H", "H"],
  "coordinates": [[0.16, 0.13, -0.68], [-1.58, -0.65, 0.74], [-0.65, -0.95, -1.00], [1.60, 0.00, -0.23], [-0.34, 1.39, -0.90], [1.84, 0.42, 1.14], [-2.33, 0.32, 0.42], [0.21, 2.14, -0.48], [-1.34, 1.44, -0.65], [1.51, 1.36, 1.31], [1.38, -0.20, 1.80], [-0.90, -0.57, 1.60], [-1.98, -1.67, 0.72], [-1.50, -0.82, -1.65], [-0.24, -1.94, -0.94], [2.21, 0.63, -0.88], [1.94, -1.03, -0.35]],
  "nbo_charge": [0.296, 0.157, -0.501, -0.277, -0.783, -0.814, -0.731, 0.368, 0.436, 0.352, 0.358, 0.113, 0.142, 0.242, 0.219, 0.212, 0.211],
  "e_lumo_ev": 0.68,
  "mol_weight_g_mol": 102.1,
  "gap_ev": 9.129,
  "homo_ha": -0.3106
}


#ii
{
  "formula": "C4H10N2O",
  "method": "the ωB97M-V functional and the def2-TZVPD basis",
  "elements": ["C", "C", "C", "C", "O", "N", "N", "H", "H", "H", "H", "H", "H", "H", "H", "H", "H"],
  "coordinates": [[0.30, -0.58, -0.18], [-0.80, 0.15, -0.95], [1.67, -0.75, -0.83], [-1.07, 1.13, 0.20], [-0.19, -1.79, 0.34], [0.33, 0.51, 0.85], [0.76, 0.25, 2.00], [0.35, -2.03, 1.11], [0.69, 1.11, 2.57], [-0.45, 0.62, -1.87], [-1.66, -0.48, -1.18], [2.38, -1.14, -0.10], [1.58, -1.45, -1.65], [2.04, 0.20, -1.21], [-1.97, 0.87, 0.82], [-0.99, 2.20, 0.08], [-2.98, 1.18, 0.01]],
  "nbo_charge": [0.376, -0.449, -0.640, -0.286, -0.716, -0.148, -0.445, 0.485, 0.318, 0.217, 0.240, 0.224, 0.223, 0.218, 0.222, 0.215, -0.053],
  "e_lumo_ev": [-0.54, 0.75],
  "mol_weight_g_mol": 102.1,
  "gap_ev": [6.775, 9.561],
  "homo_ha": [-0.2687, -0.3238]
}


Most stable = #i


#i
{
  "formula": "H26O13",
  "method": "the ωB97M-V functional and the def2-TZVPD basis",
  "elements": ["O", "H", "H", "O", "H", "H", "O", "H", "H", "O", "H", "H", "O", "H", "H", "O", "H", "H", "O", "H", "H", "O", "H", "H", "O", "H", "H", "O", "H", "H", "O", "H", "H", "O", "H", "H", "O", "H", "H"],
  "coordinates": [[0.41, 2.75, -2.51], [0.00, 3.07, -3.30], [0.77, 1.89, -2.71], [-2.35, 0.87, 0.69], [-2.43, 1.70, 0.36], [-2.23, 0.99, 1.65], [-0.05, 0.29, -0.62], [0.47, -0.35, -0.12], [-0.82, 0.47, -0.08], [-4.43, -0.09, -0.80], [-4.55, -0.90, -0.31], [-3.70, 0.30, -0.33], [2.17, 1.74, -0.40], [1.24, 1.50, -0.39], [2.38, 1.53, -1.31], [3.11, -1.64, -2.12], [2.50, -1.87, -1.36], [3.55, -2.49, -2.28], [1.68, -1.60, 0.35], [1.63, -1.65, 1.32], [1.68, -2.56, 0.16], [0.68, 2.02, 2.17], [1.54, 2.45, 2.18], [0.23, 2.68, 1.64], [-1.95, 0.39, -2.70], [-1.07, 0.39, -2.26], [-2.04, -0.32, -3.35], [0.75, -0.66, 2.65], [0.66, 0.31, 2.44], [0.78, -0.76, 3.59], [-1.88, -2.10, -0.91], [-1.84, -1.23, -1.26], [-1.98, -1.92, 0.00], [3.40, 0.39, 1.61], [2.97, -0.40, 1.71], [2.95, 0.86, 0.89], [-1.62, -1.82, 1.59], [-0.71, -1.69, 1.91], [-1.88, -2.53, 2.20]],
  "nbo_charge": [-0.942, 0.477, 0.467, -0.931, 0.480, 0.497, -1.012, 0.506, 0.492, -0.945, 0.459, 0.470, -0.970, 0.495, 0.476, -0.942, 0.473, 0.462, -0.972, 0.504, 0.482, -0.961, 0.505, 0.487, -0.982, 0.495, 0.482, -1.019, 0.529, 0.490, -0.975, 0.467, 0.472, -0.973, 0.448, 0.493, -0.961, 0.498, 0.477],
  "e_lumo_ev": -0.30,
  "mol_weight_g_mol": 234.2,
  "gap_ev": 9.691,
  "homo_ha": -0.3672
}


#ii
{
  "formula": "H26O13",
  "method": "the ωB97M-V functional and the def2-TZVPD basis",
  "elements": ["H", "H", "H", "H", "H", "H", "H", "H", "H", "H", "H", "H", "H", "H", "H", "H", "H", "H", "H", "H", "H", "H", "H", "H", "H", "H", "O", "O", "O", "O", "O", "O", "O", "O", "O", "O", "O", "O", "O"],
  "coordinates": [[-0.27, -0.20, -1.16], [-0.61, -0.18, 0.33], [2.95, -1.45, 4.36], [2.80, -0.94, 2.94], [1.74, 0.75, -4.38], [0.93, -0.45, -3.92], [-1.14, 3.42, 1.05], [-1.31, 2.15, 0.23], [3.85, 0.00, 1.58], [3.12, 1.33, 1.58], [1.60, 2.36, -0.62], [1.07, 3.71, -1.07], [-3.61, -1.38, 0.99], [-3.15, -2.70, 0.39], [2.97, 0.21, -1.27], [3.61, 1.28, -2.15], [-2.97, 1.00, -4.22], [-3.10, 2.49, -4.47], [-3.08, 0.20, 2.89], [-2.22, 1.44, 3.07], [-0.65, -1.20, 3.24], [-0.84, -2.70, 3.08], [0.07, -2.25, -3.21], [1.16, -1.50, -2.46], [-0.93, -2.13, 1.53], [-0.42, -3.54, 1.32], [-0.67, -0.74, -0.46], [2.59, -0.72, 3.85], [0.84, 0.48, -4.18], [-1.81, 2.89, 0.59], [2.98, 0.39, 1.41], [1.60, 2.96, -1.37], [-3.37, -2.28, 1.24], [3.79, 0.71, -1.40], [-3.29, 1.81, -3.82], [-2.87, 1.05, 2.48], [-0.96, -1.98, 3.71], [0.20, -1.53, -2.58], [-0.62, -2.73, 0.84]],
  "nbo_charge": [0.476, 0.445, 0.464, 0.473, 0.458, 0.463, 0.454, 0.464, 0.474, 0.481, 0.465, 0.473, 0.474, 0.482, 0.466, 0.475, 0.468, 0.466, 0.471, 0.466, 0.463, 0.457, 0.481, 0.463, 0.460, 0.449, -0.922, -0.942, -0.941, -0.917, -0.949, -0.939, -0.954, -0.940, -0.934, -0.937, -0.918, -0.921, -0.914],
  "e_lumo_ev": -0.19,
  "mol_weight_g_mol": 234.2,
  "gap_ev": 10.505,
  "homo_ha": -0.3932
}


#iii
{
  "formula": "H26O13",
  "method": "the ωB97M-V functional and the def2-TZVPD basis",
  "elements": ["O", "H", "H", "O", "H", "H", "O", "H", "H", "O", "H", "H", "O", "H", "H", "O", "H", "H", "O", "H", "H", "O", "H", "H", "O", "H", "H", "O", "H", "H", "O", "H", "H", "O", "H", "H", "O", "H", "H"],
  "coordinates": [[-2.23, -2.03, -2.29], [-1.77, -1.79, -1.46], [-1.54, -1.96, -2.96], [-0.32, -1.13, -0.59], [-0.10, -0.20, -0.86], [0.42, -1.38, 0.06], [-2.48, 0.38, 3.36], [-2.10, 0.84, 2.57], [-3.13, -0.13, 2.88], [-1.90, 2.03, 0.62], [-2.86, 1.80, 0.35], [-1.63, 2.85, 1.10], [-2.40, -0.55, 0.84], [-3.01, -1.14, 0.30], [-1.58, -0.99, 0.49], [0.73, 3.25, -2.79], [-0.21, 3.14, -2.96], [1.12, 2.36, -2.74], [0.79, 1.56, -0.18], [1.34, 1.35, 0.62], [1.26, 2.05, -0.89], [1.86, -0.23, -3.01], [1.86, 0.16, -2.09], [2.28, -1.14, -2.96], [1.79, 1.11, 2.19], [1.62, 2.02, 2.39], [1.69, 0.43, 2.85], [-1.13, -2.90, 1.65], [-0.98, -3.41, 2.45], [-1.34, -1.95, 1.81], [4.34, -0.50, 0.96], [4.11, -0.03, 0.13], [4.15, 0.27, 1.62], [1.63, -2.26, 0.98], [1.55, -3.12, 1.40], [2.56, -1.97, 1.04], [-1.40, 0.93, -2.64], [-1.68, 1.84, -2.42], [-1.32, 0.44, -1.81]],
  "nbo_charge": [-0.965, 0.480, 0.471, -1.014, 0.499, 0.531, -0.965, 0.486, 0.474, -1.002, 0.514, 0.494, -1.002, 0.478, 0.487, -0.940, 0.476, 0.469, -1.003, 0.498, 0.477, -0.950, 0.465, 0.484, -0.984, 0.505, 0.517, -0.980, 0.476, 0.494, -0.952, 0.472, 0.485, -0.974, 0.496, 0.503, -0.937, 0.464, 0.473],
  "e_lumo_ev": -0.38,
  "mol_weight_g_mol": 234.2,
  "gap_ev": 10.055,
  "homo_ha": -0.3835
}


Most stable = #i


#i
{
  "formula": "C3H4F2O",
  "method": "the ωB97M-V functional and the def2-TZVPD basis",
  "elements": ["O", "C", "C", "F", "C", "F", "H", "H", "H", "H"],
  "coordinates": [[2.34, -1.14, 0.16], [1.88, -0.18, -0.43], [0.34, 0.16, -0.71], [0.19, 1.53, -0.46], [-0.48, -0.75, 0.11], [-1.55, -1.29, -0.59], [2.61, 0.52, -0.76], [0.03, 0.04, -1.78], [-0.82, -0.45, 1.04], [0.06, -1.60, 0.17]],
  "nbo_charge": [-0.491, 0.404, 0.071, -0.352, 0.001, -0.365, 0.132, 0.214, 0.191, 0.195],
  "e_lumo_ev": 0.32,
  "mol_weight_g_mol": 94.1,
  "smiles": "O=C[C@H](F)CF",
  "gap_ev": 10.992,
  "homo_ha": -0.3923
}


#ii
{
  "formula": "C3H4F2O",
  "method": "the ωB97M-V functional and the def2-TZVPD basis",
  "elements": ["C", "C", "C", "H", "H", "H", "H", "O", "F", "F"],
  "coordinates": [[1.15, 0.16, -0.38], [-0.02, -0.46, 0.15], [-1.36, 0.49, 0.33], [0.90, -0.02, -1.43], [0.07, -1.38, 1.18], [-0.48, -1.15, -0.82], [-1.54, 1.54, 1.27], [-2.29, 0.01, -0.35], [2.10, -0.68, 0.12], [1.46, 1.49, -0.07]],
  "nbo_charge": [0.495, -0.539, 0.411, 0.153, 0.267, 0.258, 0.158, -0.530, -0.332, -0.340],
  "e_lumo_ev": 0.32,
  "mol_weight_g_mol": 94.1,
  "gap_ev": 10.495,
  "homo_ha": -0.3740
}


Most stable = #i